Record 1
C27H23BrIN4O5PtS | the ωB97M-V functional and the def2-TZVPD basis

Summary:
Kohn-Sham gap (alpha / beta) = 7.08 / 5.41 eV
Net charge = +1
M = 917.46 Da
LUMO level (alpha / beta) = -0.158 / -0.240 Ha
Multiplicity = 5
Energy above the lowest of the compared OMol25 structures with the same formula, charge and spin = 0.0 kcal/mol

Each line ends with the natural charge from an NBO analysis.
CARTESIAN COORDINATES (ANGSTROEM)
Pt: -1.1984 1.2135 -1.2966  1.1978
O: -2.7336 4.7430 -2.4957  -0.5356
C: -1.8774 3.9144 -2.3512  0.7755
O: -2.1993 2.6132 -2.3009  -0.7559
C: -0.3931 4.2756 -2.3021  -0.3616
C: 0.5211 3.3021 -3.0544  0.0914
C: 1.8905 3.9271 -3.3019  -0.4199
C: 2.5015 3.9123 -1.8796  -0.4316
C: 1.3882 3.2518 -1.0680  0.0846
O: 0.8416 2.3090 -2.0352  -0.5586
C: 0.2241 4.2247 -0.8589  -0.3494
C: -0.7631 3.7588 0.2088  0.7861
O: -1.3342 4.5068 0.9539  -0.5371
O: -0.8858 2.4265 0.3275  -0.8456
H: -0.3092 5.2768 -2.7173  0.2612
H: 0.0606 2.8088 -3.9080  0.2275
H: 1.8059 4.9251 -3.7279  0.2312
H: 2.4713 3.3124 -3.9867  0.2257
H: 2.7275 4.9070 -1.4985  0.2310
H: 3.4148 3.3214 -1.8451  0.2238
H: 1.7007 2.7100 -0.1785  0.2255
H: 0.5784 5.2069 -0.5545  0.2588
S: -0.9967 -0.0161 -3.1557  0.3109
C: 0.1937 -1.0834 -2.4910  0.0889
N: 0.8407 -1.8352 -3.3861  -0.1986
N: 1.8543 -2.5663 -3.0018  -0.2805
C: 2.7391 -2.3879 -1.9047  0.1724
C: 3.2584 -3.5225 -1.2967  -0.2434
C: 4.1650 -3.3766 -0.2569  -0.1889
C: 4.5449 -2.1106 0.1645  -0.2006
C: 4.0320 -0.9834 -0.4673  -0.1847
C: 3.1312 -1.1128 -1.5097  -0.2498
N: 0.3463 -1.2577 -1.1595  -0.2283
N: -0.3749 -0.4216 -0.4085  -0.3065
C: -0.6063 -0.7961 0.8451  0.3291
C: -1.6005 -0.0032 1.6305  -0.3632
C: -2.0127 -0.5467 2.9986  -0.2469
C: -1.1341 -1.7113 3.5965  -0.3063
C: -0.1461 -2.3127 2.6830  0.0245
C: 0.0890 -1.9129 1.4193  -0.3281
H: 2.1142 -3.2595 -3.6886  0.4112
H: 2.9501 -4.5068 -1.6262  0.2305
H: 4.5737 -4.2560 0.2219  0.2327
H: 5.2539 -2.0000 0.9736  0.2309
H: 4.3512 0.0031 -0.1580  0.2253
H: 2.7516 -0.2383 -2.0235  0.2282
H: -1.2239 1.0207 1.6998  0.3224
H: -2.0689 0.3011 3.6816  0.2493
H: -0.6640 -1.4701 4.5535  0.2545
H: 0.4040 -3.1724 3.0524  0.2356
H: 0.8226 -2.4154 0.8078  0.2704
Br: -1.4447 -4.5457 0.7768  -0.0340
C: -2.4329 -2.5017 3.7230  0.0596
C: -2.9676 -3.6767 4.2077  -0.2143
C: -4.3472 -3.7987 4.0718  -0.1877
C: -5.1257 -2.7824 3.5137  -0.1877
C: -4.5689 -1.5916 3.0548  -0.2049
C: -3.1929 -1.4974 3.1570  -0.0535
I: -3.3316 0.3835 0.3775  0.3945
H: -2.3761 -4.4612 4.6606  0.2278
H: -4.8378 -4.6977 4.4205  0.2283
H: -6.1966 -2.9235 3.4510  0.2288
H: -5.1980 -0.8035 2.6628  0.2272

=====

Record 2
Cl2HNS | the ωB97M-V functional and the def2-TZVPD basis

Summary:
Kohn-Sham gap = 9.37 eV
Net charge = 0
M = 117.99 Da
LUMO level = -0.014 Ha
Energy above the lowest of the compared OMol25 structures with the same formula, charge and spin = 59.4 kcal/mol

Each line ends with the natural charge from an NBO analysis.
CARTESIAN COORDINATES (ANGSTROEM)
N: 0.2200 -0.2919 0.6145  -0.6622
S: 0.2351 -0.9562 -0.9230  0.2694
Cl: 1.0607 1.1579 0.9443  0.1626
Cl: -1.2669 -0.1379 1.4573  0.1465
H: -0.2489 0.2281 -2.0931  0.0836

=====

Record 3
C24H36F6MnO12 | the ωB97M-V functional and the def2-TZVPD basis

Summary:
Kohn-Sham gap (alpha / beta) = 7.62 / 7.64 eV
Net charge = 0
M = 685.47 Da
LUMO level (alpha / beta) = 0.014 / 0.014 Ha
Multiplicity = 6
Energy above the lowest of the compared OMol25 structures with the same formula, charge and spin = 60.1 kcal/mol

Each line ends with the Löwdin spin population.
CARTESIAN COORDINATES (ANGSTROEM)
Mn: 0.4266 0.3021 -0.5732  4.7278
C: -1.9915 1.1808 -3.2251  0.0065
O: -2.4588 2.3500 -2.5529  0.0009
O: -0.8951 0.7552 -2.4143  0.0397
C: -3.2088 0.2496 -3.4968  0.0007
F: -3.9815 0.0817 -2.4760  0.0000
F: -3.8880 0.7713 -4.5206  0.0004
F: -2.8667 -0.9701 -3.9205  0.0000
C: -1.7972 3.6157 -2.8986  0.0000
C: -1.6330 4.4553 -1.6299  0.0000
H: -1.4421 5.4679 -1.9852  0.0000
H: -2.5390 4.5006 -1.0255  0.0000
H: -0.7513 4.1947 -1.0444  0.0000
H: -2.3480 4.1235 -3.6903  0.0000
H: -0.7605 3.4342 -3.1821  0.0000
H: -1.7750 1.4910 -4.2473  0.0007
C: 3.1974 -1.3878 -1.1762  0.0081
O: 2.4061 -2.5039 -0.5590  0.0016
O: 2.2175 -0.4244 -1.5078  0.0534
C: 4.4712 -1.1170 -0.3687  0.0009
F: 5.4480 -0.6074 -1.0516  0.0001
F: 4.2851 -0.4386 0.7797  0.0000
F: 4.9877 -2.2801 0.0834  0.0004
C: 2.6898 -3.8847 -0.9562  0.0001
C: 1.6545 -4.7974 -0.3013  0.0001
H: 0.6420 -4.6037 -0.6552  0.0000
H: 2.0259 -5.6919 -0.8012  0.0000
H: 1.8090 -4.9092 0.7719  0.0000
H: 3.7035 -4.2107 -0.7232  0.0000
H: 2.5498 -4.1334 -2.0082  0.0000
H: 3.5808 -1.8121 -2.1041  0.0010
O: 1.2965 0.2976 1.4165  0.0289
C: 1.7161 -0.4565 2.2836  0.0080
O: 2.6185 -0.0440 3.2585  0.0034
C: 2.9153 -1.0803 4.1788  0.0005
C: 1.8020 -1.9907 3.9978  0.0001
C: 1.4696 -1.9163 2.5337  0.0003
H: 2.8030 -0.7602 5.2146  0.0000
H: 3.8906 -1.4704 3.8879  0.0001
H: 0.9161 -1.8671 4.6207  0.0000
H: 2.1899 -2.9828 4.2288  0.0000
H: 0.4126 -2.0413 2.2987  0.0000
H: 2.0411 -2.6604 1.9789  0.0001
O: 1.2418 2.3083 -0.3611  0.0281
C: 1.8872 3.2566 0.1145  0.0075
O: 1.7035 4.5421 -0.1847  0.0025
C: 2.7002 5.3430 0.2898  0.0004
C: 3.1845 4.6274 1.5048  0.0001
C: 3.0275 3.1716 1.1116  0.0007
H: 2.4041 6.3481 0.5899  0.0001
H: 3.5021 5.5715 -0.4122  0.0001
H: 2.7836 4.9466 2.4668  0.0000
H: 4.2521 4.8312 1.5881  0.0000
H: 2.7209 2.6154 1.9974  0.0002
H: 3.8349 2.6060 0.6464  0.0001
O: -0.7813 -1.4650 -0.4097  0.0304
C: -1.3980 -2.5134 -0.5614  0.0087
O: -1.3215 -3.4674 0.3551  0.0029
C: -2.1306 -4.5589 0.0403  0.0003
C: -2.5654 -4.4488 -1.4133  0.0002
C: -2.4083 -2.9446 -1.6288  0.0010
H: -2.9354 -4.6968 0.7623  0.0001
H: -1.4962 -5.4265 0.2220  0.0001
H: -3.5684 -4.8173 -1.6284  0.0000
H: -1.8788 -4.9833 -2.0698  0.0000
H: -3.3186 -2.3682 -1.4640  0.0002
H: -1.9930 -2.5922 -2.5730  0.0001
O: -1.1405 1.0957 0.9064  0.0233
C: -2.3288 1.4094 1.0362  0.0059
O: -2.7841 2.4701 1.7598  0.0025
C: -4.1872 2.4688 2.0032  0.0003
C: -4.7102 1.1356 1.3832  0.0000
C: -3.5216 0.8040 0.4150  0.0002
H: -4.5564 3.3969 1.5669  0.0001
H: -4.4723 2.5489 3.0522  0.0000
H: -5.6024 1.3202 0.7850  0.0000
H: -5.0404 0.2846 1.9789  0.0000
H: -3.6386 1.2057 -0.5916  0.0001
H: -3.2942 -0.2539 0.2842  0.0000

=====

Record 4
C6H9N | the ωB97M-V functional and the def2-TZVPD basis

Summary:
Kohn-Sham gap = 11.93 eV
Net charge = 0
M = 95.14 Da
LUMO level = 0.032 Ha
SMILES = CC1(C#N)CCC1
Energy above the lowest of the compared OMol25 structures with the same formula, charge and spin = 22.8 kcal/mol

Each line ends with the natural charge from an NBO analysis.
CARTESIAN COORDINATES (ANGSTROEM)
C: 1.4374 1.1900 0.1754  -0.5919
C: 0.4582 0.0366 -0.0108  -0.1525
C: -0.6159 -0.2900 1.0686  -0.3739
C: -1.5542 -0.7046 -0.0835  -0.4033
C: -0.7229 0.2109 -1.0018  -0.3757
C: 1.1751 -1.2119 -0.3158  0.2917
N: 1.7464 -2.2028 -0.4938  -0.3352
H: 2.0016 1.3579 -0.7479  0.2227
H: 2.1516 0.9895 0.9798  0.2236
H: 0.8964 2.1121 0.4126  0.2136
H: -0.9419 0.6473 1.5368  0.2079
H: -0.3579 -1.0289 1.8300  0.2202
H: -1.4187 -1.7594 -0.3490  0.2162
H: -2.6207 -0.5153 0.0053  0.2113
H: -0.5574 -0.0804 -2.0383  0.2178
H: -1.0771 1.2490 -0.9675  0.2076

=====

Repeat the fourth record exactly.
C6H9N | the ωB97M-V functional and the def2-TZVPD basis

Summary:
Kohn-Sham gap = 11.93 eV
Net charge = 0
M = 95.14 Da
LUMO level = 0.032 Ha
SMILES = CC1(C#N)CCC1
Energy above the lowest of the compared OMol25 structures with the same formula, charge and spin = 22.8 kcal/mol

Each line ends with the natural charge from an NBO analysis.
CARTESIAN COORDINATES (ANGSTROEM)
C: 1.4374 1.1900 0.1754  -0.5919
C: 0.4582 0.0366 -0.0108  -0.1525
C: -0.6159 -0.2900 1.0686  -0.3739
C: -1.5542 -0.7046 -0.0835  -0.4033
C: -0.7229 0.2109 -1.0018  -0.3757
C: 1.1751 -1.2119 -0.3158  0.2917
N: 1.7464 -2.2028 -0.4938  -0.3352
H: 2.0016 1.3579 -0.7479  0.2227
H: 2.1516 0.9895 0.9798  0.2236
H: 0.8964 2.1121 0.4126  0.2136
H: -0.9419 0.6473 1.5368  0.2079
H: -0.3579 -1.0289 1.8300  0.2202
H: -1.4187 -1.7594 -0.3490  0.2162
H: -2.6207 -0.5153 0.0053  0.2113
H: -0.5574 -0.0804 -2.0383  0.2178
H: -1.0771 1.2490 -0.9675  0.2076

=====

Q: energy above the lowest of the compared OMol25 structures with the same formula, charge and spin of number 4 (C6H9N)?
A: 22.8 kcal/mol